Molecular formula: C17H22N4O5
Method: DFT, ωB97M-V/def2-TZVPD

Last column: natural (NBO) charge in e.
Cartesian coordinates (Å):
C -4.0665 -3.1115 -3.2180  -0.183
C -4.2074 -1.9271 -3.1243  -0.059
C -4.3863 -0.4827 -3.0148  -0.152
O -3.9088 0.0179 -1.7524  -0.487
C -2.5837 0.1931 -1.6646  0.793
O -1.8107 0.0046 -2.5654  -0.595
C -2.1974 0.6995 -0.2959  -0.332
N -0.7642 0.7767 -0.1902  -0.604
C -0.1045 0.2752 0.8809  0.688
O -0.6656 -0.0709 1.9068  -0.638
C 1.4026 0.1374 0.7037  -0.134
C 1.7033 -1.0706 -0.1946  -0.396
C 3.1937 -1.2647 -0.4395  -0.418
C 3.4717 -2.4456 -1.3441  -0.053
O 3.0073 -3.6238 -0.7170  -0.545
C 3.2255 -4.7667 -1.5081  -0.244
N 1.9809 -0.0016 2.0218  -0.626
C 3.1302 0.6482 2.3516  0.655
O 3.8014 1.2591 1.5460  -0.595
C 3.5536 0.5027 3.7946  0.034
C 3.0979 -0.5222 4.6160  0.020
N 3.4755 -0.6365 5.8843  -0.389
C 4.3174 0.2814 6.3505  0.187
C 4.7458 0.1724 7.7812  -0.643
C 4.7770 1.3023 5.5164  -0.006
N 4.4037 1.4164 4.2539  -0.324
H -3.9375 -4.1638 -3.2988  0.238
H -3.8684 0.0248 -3.8274  0.232
H -5.4425 -0.2258 -3.0364  0.226
H -2.6820 1.6689 -0.1491  0.226
H -2.5769 0.0324 0.4777  0.264
H -0.2571 0.9093 -1.0516  0.416
H 1.8134 1.0427 0.2485  0.234
H 1.2864 -1.9662 0.2719  0.224
H 1.1892 -0.9400 -1.1529  0.203
H 3.6214 -0.3646 -0.8878  0.218
H 3.7113 -1.4176 0.5094  0.216
H 2.9649 -2.3173 -2.3125  0.156
H 4.5484 -2.5283 -1.5434  0.169
H 2.8457 -5.6256 -0.9590  0.193
H 2.6990 -4.6934 -2.4674  0.163
H 4.2934 -4.9141 -1.7088  0.164
H 1.3162 -0.2593 2.7382  0.426
H 2.4331 -1.2923 4.2426  0.202
H 5.4362 0.9693 8.0524  0.215
H 3.8755 0.2207 8.4358  0.234
H 5.2299 -0.7889 7.9535  0.234
H 5.4683 2.0481 5.8935  0.196

Properties
* energy relative to the best compared isomer or geometry (same formula, charge and spin): 51.38 kcal/mol
* molecular weight: 362.39 g mol⁻¹
* Kohn-Sham gap: 9.894 eV
* SMILES: C#CCOC(=O)CNC(=O)[C@H](CCCOC)NC(=O)c1cnc(C)cn1